1.
The following is a DFT calculation (the ωB97M-V functional and the def2-TZVPD basis) of C11H25CrI2N4Se4Si as an isolated structure at a distorted geometry.

Summary:
HOMO level (alpha / beta) ... -7.7 / -8.0 eV
Spin multiplicity ... 2
Lowest unoccupied orbital energy (alpha / beta) ... -2.15 / -1.10 eV
E_tot ... -12188.15146 Eh

Geometry as XYZ:
```
48
Properties=species:S:1:pos:R:3:forces:R:3
I -1.353025 1.740390 -3.358133 0.2 -0.1 0.0
I -3.912525 -0.216210 -0.344833 0.0 0.2 -0.1
Se 2.590875 4.446090 -1.093233 -0.2 0.0 0.1
Se 2.197975 2.155990 -1.419433 -0.7 0.0 0.3
Se -0.881025 3.970090 -0.619633 0.4 -1.0 -0.1
Se 0.904975 4.961190 0.452967 0.3 0.0 -0.2
Cr -0.055925 1.724090 -1.101433 0.5 0.6 0.8
Si -0.328625 1.827990 2.648267 0.2 0.0 -0.1
N 2.201675 -2.527610 -1.579433 0.4 -0.2 0.0
N 0.170975 -2.790610 -2.834433 -0.1 -0.3 -0.3
N 0.420475 -0.874110 -1.329633 0.0 0.1 -0.1
N 0.165575 -3.155410 -0.469333 -0.1 -0.4 0.2
C -3.521025 1.641490 -1.166733 -0.4 -0.3 0.5
C 1.616975 -2.961210 -2.844933 0.0 0.0 -0.1
C 1.398575 2.439490 3.178567 -0.7 -0.1 -0.1
C 1.882575 -1.134310 -1.370333 0.3 0.4 0.0
C -0.208725 1.162090 0.865067 -0.4 0.1 -0.2
C -0.130725 -1.760110 -0.262533 -0.2 0.3 0.3
C -0.399625 -3.572010 -1.747333 0.0 0.0 0.0
C -1.690025 3.116590 2.987567 0.6 -0.5 -0.2
C 1.612875 -3.322010 -0.508633 0.0 0.0 0.0
C -0.129825 -1.396110 -2.608733 -0.3 0.2 -0.4
C -0.706725 0.191590 3.578667 0.1 0.7 -0.3
H -1.217825 -1.644210 -0.231733 0.1 0.2 0.0
H -1.482625 -3.414010 -1.723033 0.1 -0.1 0.0
H 2.040175 -2.364010 -3.658933 0.0 -0.1 0.1
H -1.091425 0.506890 0.741167 0.0 0.1 -0.2
H 2.036275 -3.007610 0.450967 0.0 -0.1 -0.1
H -2.677725 2.762390 2.704667 -0.1 -0.1 -0.1
H -0.196125 -4.632510 -1.906033 0.0 0.0 0.0
H 2.328775 -0.803110 -0.424033 -0.1 0.0 -0.1
H 0.670375 0.503790 0.925367 -0.1 0.1 -0.2
H -1.508225 4.054190 2.467367 0.1 0.1 -0.1
H 1.625275 3.424290 2.779167 0.0 0.0 -0.1
H -1.218325 -1.288310 -2.589833 0.1 0.2 0.0
H -3.165625 2.392390 -0.478233 0.0 0.0 0.1
H -4.201425 1.927290 -1.946233 0.0 0.0 -0.2
H -1.596225 -0.299010 3.191367 -0.2 0.0 -0.1
H -1.708925 3.329290 4.052167 0.0 0.0 0.2
H 0.300075 -1.471210 0.699367 -0.1 0.1 -0.1
H 0.292475 -0.819810 -3.438333 -0.2 0.1 0.2
H 0.117075 -0.509710 3.467367 0.2 0.0 0.0
H 2.324475 -0.552410 -2.190533 -0.1 0.0 0.2
H -0.856025 0.363490 4.639067 0.0 0.0 0.3
H 2.176675 1.757890 2.841667 0.0 -0.1 -0.1
H 1.856675 -4.014010 -3.006733 0.0 0.0 0.0
H 1.847775 -4.373210 -0.678833 0.0 0.0 0.0
H 1.458675 2.503890 4.260467 0.0 0.0 0.3
```
Positions in Å, forces in eV/Å.

***

2.
The following is a DFT calculation (the ωB97M-V functional and the def2-TZVPD basis) of C11H25CuN2O11 as an isolated structure at a distorted geometry.

Summary:
HOMO level (alpha / beta) ... -4.8 / -4.8 eV
Spin multiplicity ... 2
Total charge ... -1
Lowest unoccupied orbital energy (alpha / beta) ... 2.49 / 1.49 eV
ΔE to the lowest compared entry with this formula, charge and spin ... 0.0000 eV
E_tot ... -3011.81274 Eh

Geometry as XYZ:
```
50
Properties=species:S:1:pos:R:3:forces:R:3
Cu -0.396196 -1.074699 0.026043 -0.1 0.1 0.1
O 1.962844 2.497421 1.998673 1.2 1.7 0.2
O 3.299554 0.164461 -1.390777 0.1 0.8 0.4
O -2.590486 1.472931 1.054353 -0.8 1.2 0.9
O 1.718664 -1.200389 -0.579047 -2.9 1.4 2.1
O -1.045456 -2.852319 1.127593 -0.3 3.5 -0.9
O -2.559936 -0.521259 0.160593 -2.0 0.1 -0.2
O -2.604326 -3.577639 2.630943 0.2 1.8 -0.5
O -0.912526 -4.803269 1.981363 0.5 -2.0 0.8
O -0.655046 0.545031 -1.587047 1.1 -1.1 -0.3
O -4.348856 0.906651 -0.177527 -0.1 -0.9 0.0
O 3.125594 -2.000829 -1.969837 1.5 0.2 -1.3
N -1.038726 -2.090749 -1.914747 1.4 -0.9 1.1
N 0.199724 0.729311 1.459473 -1.7 -0.4 0.5
C 2.876804 3.635001 2.095933 -1.0 -0.8 -0.8
C 1.292844 2.064901 3.136993 -1.3 -1.7 0.9
C 1.909334 -0.349009 2.741793 0.2 -0.2 0.6
C 0.722914 0.656061 2.810423 3.2 -2.0 -0.6
C -1.470446 -3.728439 1.906773 2.5 -4.4 -0.6
C -0.663386 1.915241 -1.410857 0.1 0.7 1.2
C -1.341916 -1.980369 -4.250137 0.0 0.4 -0.9
C 2.688884 -1.050339 -1.323767 -0.2 -2.3 -0.6
C -0.593836 -1.424679 -3.089677 -1.3 3.8 -0.7
C -3.171656 0.576191 0.429463 3.9 -0.9 -0.8
C -0.969646 0.134721 -2.894887 1.1 -1.4 -0.1
H 0.076194 2.463961 -1.993977 -0.2 -0.1 -0.8
H 1.758594 -1.405679 2.520823 -1.3 0.0 0.1
H 3.894704 3.270701 2.234723 -0.1 0.1 0.3
H 2.364744 -0.361519 3.732023 0.6 0.2 -0.1
H -2.415036 -1.926279 -4.066907 -0.1 -0.1 -0.3
H -4.397546 1.835561 0.059873 -0.3 0.3 0.1
H 2.581234 4.412111 2.800803 -0.1 -0.4 0.5
H 0.447024 -1.519189 -3.399147 0.4 0.0 1.2
H 2.591364 -0.144039 1.916613 0.3 0.8 0.3
H 4.178504 -0.043979 -1.715747 0.1 0.0 -0.4
H -0.710436 -3.004939 -2.191457 0.1 -1.0 1.5
H -1.011026 -3.004019 -4.425507 -0.2 -0.1 -0.1
H 0.788424 1.455261 1.076683 0.3 -0.4 -1.0
H 0.371874 2.596941 3.375443 0.2 1.1 0.0
H -2.043096 -2.166809 -1.989287 -0.4 0.2 0.6
H 0.028254 0.290721 3.566783 -0.3 0.4 -0.2
H -0.648676 1.228771 1.684983 -1.3 0.0 -1.2
H 2.808654 4.122691 1.123503 0.2 -0.1 -0.1
H -2.549736 -2.686839 2.277253 -2.4 1.9 0.7
H 1.880894 1.938751 4.046053 0.5 0.4 -0.1
H -2.032326 0.346441 -3.013097 -0.2 -0.2 -0.6
H -0.328506 0.678481 -3.588687 -0.3 0.3 -0.3
H -1.054146 -1.376109 -5.110467 -0.4 -0.2 -0.4
H -0.315386 2.111681 -0.396757 -0.5 -0.1 0.0
H -1.699276 2.243391 -1.496617 0.1 0.7 -0.2
```
Positions in Å, forces in eV/Å.

***

3.
The following is a DFT calculation (the ωB97M-V functional and the def2-TZVPD basis) of C11H25FINO5PSSi2 as an isolated structure at a distorted geometry.

Summary:
HOMO level ... -3.6 eV
Total charge ... -1
Lowest unoccupied orbital energy ... 1.62 eV
E_tot ... -2581.23223 Eh

Geometry as XYZ:
```
48
Properties=species:S:1:pos:R:3:forces:R:3
I -2.329454 1.774970 -0.961833 -0.3 0.3 -0.2
S 0.629106 6.718951 -0.724894 0.2 1.6 -0.4
P -0.513891 3.388698 -1.149923 1.1 -0.8 0.6
Si 1.426537 -5.008026 0.369677 0.6 1.0 -0.6
Si 0.637855 -2.345522 -0.712508 1.1 -0.7 0.1
F -2.410504 6.833687 -0.262775 0.0 -0.2 0.1
O 0.620486 7.957162 -0.031898 -0.2 -0.3 0.5
O 1.773885 6.435724 -1.506915 -0.2 -0.7 -0.3
O -0.711286 4.024153 -2.644163 -0.3 0.1 0.1
O 0.256509 5.515124 0.235201 0.0 -0.2 0.3
O -0.709734 6.686863 -1.654516 0.8 -1.0 0.2
N 1.748842 -3.554373 -0.397158 -0.7 -0.1 0.2
C 0.805427 -4.814480 2.153971 -0.1 -0.5 0.1
C -0.877427 3.409932 3.026593 -0.3 -0.3 -0.2
C -0.999956 4.881396 -0.093787 -1.6 0.7 -1.7
C -1.742472 3.467610 1.979940 0.3 0.1 0.1
C 3.037687 -6.001174 0.462492 -0.2 -0.3 0.2
C -1.671100 5.921288 -1.015494 -0.9 0.6 0.5
C -1.958661 4.675283 1.077550 2.2 -0.7 0.2
C 1.534339 -0.925837 -1.596172 -0.4 0.3 0.0
C -0.146199 -1.600379 0.847992 -0.3 0.3 -0.2
C 0.170734 -6.098840 -0.546767 0.0 -0.4 0.3
C -0.778374 -2.884214 -1.858462 -0.3 0.5 0.0
H -0.385138 -3.428967 -2.718522 0.0 0.0 0.0
H -2.369230 2.603400 1.773377 -1.3 0.7 1.1
H -1.494111 -3.524497 -1.337202 0.0 -0.1 0.0
H 0.845006 -0.101496 -1.828740 0.1 0.0 0.0
H -0.671901 -0.668448 0.609378 0.0 0.1 0.1
H 1.430043 -4.103306 2.697805 0.0 0.0 0.0
H 0.166731 -7.120551 -0.145170 0.0 0.0 0.0
H 0.204456 3.465642 2.953021 0.0 1.9 0.2
H 3.791144 -5.446852 1.026040 0.0 0.0 0.0
H 2.883920 -6.968503 0.957060 0.1 0.0 0.0
H -2.991688 4.702688 0.749480 0.0 -0.3 -0.3
H 3.424173 -6.189636 -0.541346 0.0 0.1 0.0
H -2.404153 5.471764 -1.677607 0.3 0.0 -0.5
H 0.838203 -5.771398 2.690955 0.0 0.0 0.0
H -0.011760 3.683961 -3.212268 0.0 0.0 -0.1
H 2.333329 -0.531723 -0.964669 0.0 0.0 0.0
H -0.875102 -2.280567 1.295221 0.0 0.0 0.0
H -1.283564 3.202279 4.013676 0.3 -1.8 -0.2
H -1.826048 5.544316 1.715119 -0.1 0.1 0.0
H 0.621193 -1.373336 1.590236 0.0 -0.1 0.0
H -1.336028 -2.015222 -2.234910 0.0 -0.1 0.0
H -0.845671 -5.709437 -0.450042 0.0 0.1 -0.1
H -0.228727 -4.462662 2.183427 0.0 0.1 0.0
H 0.421494 -6.156816 -1.607642 0.0 0.1 0.0
H 1.971080 -1.278628 -2.532827 0.0 0.0 0.0
```
Positions in Å, forces in eV/Å.

***

4.
The following is a DFT calculation (the ωB97M-V functional and the def2-TZVPD basis) of a 4-piece molecular cluster, C11H25FNO3 overall.

Summary:
HOMO level ... -12.0 eV
Total charge ... +1
Lowest unoccupied orbital energy ... -2.89 eV
E_tot ... -814.23784 Eh

Geometry as XYZ:
```
41
Properties=species:S:1:pos:R:3:forces:R:3
F -2.032500 0.424665 -1.875197 0.3 0.3 -0.2
O 0.612507 -2.373676 1.102639 0.1 0.1 -0.1
O 1.785066 -1.126163 -2.951350 0.0 0.2 -0.1
O -2.187352 3.573914 1.469002 0.1 -0.1 -0.2
N -0.054745 0.705408 -3.005751 -0.8 0.5 0.3
C 4.059865 -0.463200 -3.169642 -0.3 0.0 -0.2
C -0.403772 -3.029251 1.160142 -0.1 -0.1 0.0
C 2.915853 -1.165329 -2.492226 0.2 -0.2 0.2
C -0.777794 3.489337 3.383059 0.0 0.0 -0.2
C 3.208442 -1.913594 -1.228426 -0.3 -0.1 0.0
C -2.070303 3.272822 2.636205 0.0 0.0 0.1
C -1.177175 -3.399272 -0.082459 0.1 0.1 0.0
C -3.212623 2.671186 3.413463 -0.1 0.0 -0.2
C -0.452504 1.895234 -0.833963 -0.1 -0.2 -0.4
C -0.954446 -3.519101 2.473897 0.2 0.1 0.0
C -1.079321 1.378809 -2.110749 0.1 -0.1 0.1
H 0.608734 2.080165 -0.963729 0.2 0.1 0.0
H 3.714256 0.036400 -4.072282 0.0 0.0 0.0
H -0.943079 4.157814 4.228507 0.0 -0.1 0.1
H -0.038536 3.930723 2.719006 0.0 0.0 0.0
H -1.960112 -3.125307 2.628163 -0.1 -0.1 0.0
H 2.295496 -2.362480 -0.844554 0.0 0.0 0.1
H -0.310726 -3.191164 3.285636 0.0 0.0 0.0
H -1.006835 -4.608541 2.473815 -0.1 0.0 0.0
H -0.580297 1.173243 -0.039677 0.0 -0.2 0.2
H 4.830683 -1.185971 -3.437108 0.1 0.0 0.1
H -2.928683 1.689347 3.795345 0.0 0.0 0.1
H -0.939793 2.825449 -0.578180 -0.1 0.1 0.4
H 4.498565 0.270097 -2.491301 0.1 -0.1 0.0
H 3.606471 -1.228935 -0.477868 0.1 0.0 0.0
H 3.948009 -2.693818 -1.413212 0.1 0.1 0.0
H -0.355878 0.700653 -3.977343 -0.1 -0.3 -0.1
H -0.401792 2.538532 3.764236 0.0 0.0 0.1
H -3.465198 3.310433 4.260168 0.0 -0.1 0.1
H 0.136133 -0.254937 -2.689848 0.4 -0.1 -0.1
H -4.081990 2.570291 2.769061 0.0 0.0 0.0
H -0.677307 -2.994281 -0.960235 0.0 0.0 0.0
H -1.238826 -4.483992 -0.175529 -0.1 0.0 0.0
H 0.808802 1.238025 -2.971752 0.3 -0.2 0.0
H -1.506302 2.186658 -2.694921 -0.2 0.0 -0.1
H -2.190992 -3.000191 -0.025044 0.0 -0.1 0.0
```
Positions in Å, forces in eV/Å.